{"formula": "C21H18FN3OS", "method": "the ωB97M-V functional and the def2-TZVPD basis", "elements": ["C", "C", "C", "C", "C", "N", "C", "C", "C", "C", "C", "C", "F", "H", "H", "H", "H", "C", "H", "H", "H", "C", "C", "C", "N", "C", "O", "N", "H", "C", "C", "C", "C", "C", "S", "H", "H", "H", "H", "H", "H", "H", "H", "H", "H"], "coordinates": [[2.83313, 0.17223, 4.06069], [1.80739, 0.23261, 2.85772], [0.49886, 0.40727, 2.73178], [0.09668, 0.22691, 1.54297], [1.22529, 0.09668, 0.89563], [2.36470, -0.10339, 1.74197], [3.68979, -0.44029, 1.44013], [4.71786, 0.77491, 1.36482], [6.05260, 0.50071, 1.01133], [6.28267, -0.77729, 0.51993], [5.50620, -1.87801, 0.19141], [4.22741, -1.48464, 0.64938], [3.08988, -2.34995, 0.69438], [5.63927, -2.81940, -0.15133], [7.38429, -0.86648, 0.19475], [6.74363, 1.08047, 1.24774], [4.27364, 1.63026, 1.94461], [1.45783, -0.30543, -0.59424], [0.64109, 0.34375, -1.35129], [2.45345, 0.02075, -0.98024], [1.45438, -1.20144, -0.98819], [-1.10077, 0.12274, 1.16764], [-1.84910, -0.36329, 0.05537], [-1.32340, -1.44457, -0.68292], [-0.89758, -1.92660, -1.61712], [-3.39097, 0.09615, -0.09481], [-3.94123, 1.01430, 0.78291], [-3.95041, -0.65755, -1.13390], [-3.44257, -1.40354, -1.44433], [-5.42253, -0.41388, -1.28932], [-5.40246, 0.37908, -2.74286], [-5.19854, 1.81567, -2.85310], [-5.35510, 2.00853, -4.26674], [-5.62983, 1.02744, -4.89997], [-5.74020, -0.47202, -4.03796], [-5.69996, 0.84391, -6.26366], [-5.20263, 3.20209, -4.65571], [-5.08279, 2.13460, -2.02084], [-5.73423, 0.23479, -0.55110], [-5.78511, -1.44099, -1.41365], [-1.95478, 0.82252, 1.87155], [0.07401, 0.35855, 3.77689], [3.67226, -0.59896, 4.08789], [3.44591, 1.19473, 4.23717], [2.47199, 0.20606, 4.96464]], "atomic_forces_ev_per_a": [[3.08, 2.40, -3.66], [4.61, -0.58, 6.89], [1.21, 1.36, 13.37], [4.47, -0.33, -2.77], [6.11, -4.82, -8.15], [-2.24, 0.21, -4.93], [6.21, 5.28, -3.45], [-2.55, -2.89, 2.39], [-9.25, -5.09, -0.81], [5.39, -1.04, -2.47], [-3.57, 5.65, 3.10], [-5.06, -1.76, 2.62], [1.69, -1.14, -1.41], [1.06, -2.48, -1.23], [-1.48, -0.20, 0.71], [6.15, 5.15, 1.43], [1.12, -0.37, -1.04], [-1.30, 8.16, -0.55], [2.31, -1.75, 2.35], [-0.47, 0.49, 0.68], [-0.87, -5.19, -0.80], [-15.13, 2.08, -3.62], [-0.17, 1.63, 4.32], [-0.93, 2.50, 0.03], [0.89, -2.49, -1.82], [0.55, 1.07, 3.10], [2.68, -5.24, -5.68], [-2.23, 5.63, 5.23], [1.20, -2.29, -1.25], [3.46, -0.95, -5.75], [-0.02, 2.71, 7.02], [-2.42, -10.42, -9.84], [3.35, 14.66, 6.04], [-2.83, -10.73, -12.84], [-0.62, -0.58, -3.30], [0.15, 0.99, 4.68], [-0.53, -3.77, 0.61], [1.68, 5.86, 9.62], [-0.90, 0.78, 1.80], [-1.02, 0.68, 0.35], [2.54, -2.03, -2.05], [-0.79, 0.60, -1.68], [-1.48, 0.66, -0.74], [-1.08, -1.82, -1.30], [-2.97, -0.60, 4.82]], "lumo_energy_ev": -0.556, "spin_multiplicity": 1, "de_lowest_kj_mol": 1556.4, "energy_ev": -42123.5753, "orbital_gap_ev": 7.487}